1.
Density functional theory data (ωB97M-V/def2-TZVPD) for 9 unconnected molecules or ions with the total composition C24H69N3O12.

Last column: Mulliken charge in e.
CARTESIAN COORDINATES (ANGSTROEM)
C 13.1379 -5.6987 -31.6160  -0.409
O 12.7652 -4.3426 -31.4300  -0.423
C 13.4762 -3.6724 -30.4143  -0.577
C 14.9810 -3.5792 -30.6373  0.476
N 15.6683 -2.8657 -29.5805  0.508
C 15.2857 -1.4765 -29.3656  -0.779
C 16.3804 -0.7386 -28.6069  -0.219
O 16.3012 0.6741 -28.7583  -0.452
C 16.4177 1.1892 -30.0603  -0.716
H 12.5317 -6.0918 -32.4284  0.311
H 13.0371 -6.2926 -30.7021  0.216
H 14.1753 -5.7823 -31.9655  0.092
H 13.2731 -4.0155 -29.3926  0.341
H 13.1281 -2.6382 -30.5041  0.305
H 15.1806 -3.1901 -31.6385  0.472
H 15.3437 -4.6096 -30.6307  -0.915
H 15.7538 -3.4538 -28.7617  0.090
H 14.3391 -1.4271 -28.8113  0.258
H 15.1235 -0.9980 -30.3323  0.526
H 17.3859 -1.0317 -28.9402  0.126
H 16.2979 -0.9427 -27.5396  0.319
H 15.5877 1.8817 -30.2265  0.245
H 16.5057 0.4344 -30.8437  0.297
H 17.3157 1.8232 -30.1273  0.271
C 27.4035 -0.6058 -35.7160  -0.718
O 26.9539 -0.1293 -34.4533  -0.304
C 27.7040 -0.6159 -33.3704  -0.429
C 27.1017 -0.0273 -32.1172  -0.872
N 25.7945 -0.5853 -31.7246  -0.353
C 25.8923 -1.9593 -31.2699  -0.358
C 24.5289 -2.3845 -30.7851  -0.486
O 24.5390 -3.7782 -30.4782  -0.389
C 23.8169 -4.0932 -29.2997  -0.489
H 28.4283 -0.2609 -35.9155  0.283
H 26.7160 -0.2096 -36.4545  0.237
H 27.4178 -1.7039 -35.7344  0.299
H 28.7407 -0.2540 -33.4818  0.432
H 27.7286 -1.7133 -33.3461  0.354
H 26.9438 1.0344 -32.3389  0.324
H 27.8463 -0.0017 -31.3176  0.429
H 25.3238 -0.6047 -32.6328  0.319
H 26.5983 -2.0470 -30.4406  0.263
H 26.1907 -2.6181 -32.0916  0.213
H 23.8536 -2.2987 -31.6504  0.126
H 24.1565 -1.7975 -29.9475  0.379
H 22.7507 -3.8759 -29.4597  0.169
H 24.2031 -3.6035 -28.3993  0.359
H 23.8783 -5.1760 -29.1792  0.217
C 18.3462 -8.1212 -27.9427  -0.899
O 17.1826 -8.8298 -28.2080  -0.090
C 17.0956 -10.0011 -27.4558  -0.520
C 16.0067 -10.8813 -28.0540  -0.434
N 15.9670 -12.1961 -27.4225  -0.260
C 16.6683 -13.2221 -28.1575  -0.785
C 15.9412 -13.7433 -29.3964  -0.432
O 14.8470 -14.5197 -28.9297  -0.319
C 14.0269 -14.9376 -29.9792  -0.705
H 18.6340 -7.4399 -28.7521  0.136
H 19.2119 -8.7920 -27.8829  0.477
H 18.2201 -7.4907 -27.0559  0.357
H 16.9207 -9.8241 -26.3825  0.268
H 18.0686 -10.5319 -27.4402  0.214
H 16.0281 -10.7771 -29.1440  0.208
H 15.0951 -10.3647 -27.7147  0.249
H 15.0014 -12.4454 -27.2713  0.305
H 16.8119 -14.1178 -27.5405  0.358
H 17.6682 -12.9075 -28.4632  0.328
H 16.5952 -14.4253 -29.9566  0.398
H 15.5871 -12.8935 -29.9957  0.348
H 13.2034 -15.5025 -29.5536  0.241
H 14.5996 -15.5840 -30.6560  0.281
H 13.6365 -14.0739 -30.5273  0.295
C 20.4636 -3.5467 -33.1669  -0.394
O 19.1391 -4.0584 -33.2846  -0.566
H 20.4860 -2.4905 -33.4564  0.269
H 20.8545 -3.6172 -32.1474  -0.018
H 21.1322 -4.1335 -33.7989  0.345
H 18.7763 -3.9988 -32.3844  0.280
C 21.5739 -6.4396 -27.5914  -0.404
O 21.4584 -6.7802 -28.9568  -0.441
H 20.9516 -7.0512 -26.9209  0.301
H 22.5916 -6.4017 -27.1904  0.380
H 21.1443 -5.4407 -27.4737  -0.048
H 21.7745 -7.6746 -29.1135  0.255
C 20.5243 -1.4756 -27.3591  -0.435
O 19.8234 -2.6590 -26.9504  -0.440
H 21.0757 -1.0084 -26.5364  0.365
H 21.2191 -1.6690 -28.1871  0.117
H 19.7949 -0.7507 -27.7189  0.174
H 20.3910 -3.1934 -26.3904  0.237
C 15.3004 -6.3772 -27.0838  -0.673
O 15.6319 -5.4947 -28.1389  -0.266
H 14.4874 -7.0508 -27.3768  0.300
H 16.1549 -6.9861 -26.7873  0.125
H 14.9345 -5.8431 -26.2093  0.334
H 15.8686 -6.0223 -28.9120  -0.021
C 18.8012 -4.2883 -29.8052  -0.218
O 18.3487 -3.2273 -30.5745  -0.568
H 19.8745 -4.3942 -29.9386  0.109
H 18.6081 -4.1262 -28.7415  0.352
H 18.3290 -5.2242 -30.1278  0.010
H 17.4397 -2.9846 -30.3094  0.137
C 16.8698 -6.1505 -32.6808  -0.262
O 16.0770 -7.1158 -31.9858  -0.539
H 16.5084 -6.0199 -33.6977  0.378
H 16.7456 -5.1644 -32.2179  -0.158
H 17.9118 -6.4627 -32.6989  0.354
H 16.4914 -7.3022 -31.1434  0.246

Cartesian forces, eV/Å:
C 0.6344 0.2867 -0.4282
O -0.0240 -0.3397 0.2295
C -0.0408 1.3071 -0.5575
C -0.4098 -1.1768 0.2993
N 0.8025 0.1180 -0.8917
C -0.1812 -0.5324 0.4512
C 0.4209 0.5900 -0.4358
O -0.5054 -0.1804 0.6502
C 0.5538 0.7804 0.0167
H -0.2866 -0.0714 0.2175
H -0.1737 -0.0101 0.0110
H -0.2038 -0.0405 0.2113
H -0.1090 -0.3565 -0.0967
H -0.3369 -0.0986 0.3134
H 0.1054 0.2963 0.0898
H 0.3527 0.0780 -0.0522
H -0.2659 0.2388 0.2138
H 0.0458 0.3524 -0.0305
H 0.0198 -0.1561 -0.0568
H -0.2181 -0.4408 -0.0589
H 0.0950 0.0989 0.0242
H -0.1612 -0.3561 -0.2850
H -0.2205 -0.0135 0.0362
H 0.0127 -0.2708 0.0780
C 0.1710 -0.0107 0.6687
O -0.3440 -0.2875 -0.6014
C 0.6633 0.2627 -0.0098
C -0.0659 0.7978 0.1792
N 0.9081 0.4229 -0.6793
C -0.1960 -0.0290 0.2478
C -0.4511 -1.0190 -0.9475
O 0.3517 0.1750 0.7821
C -0.3316 -0.5053 -0.7241
H -0.1453 0.0531 -0.0447
H 0.0246 -0.0595 -0.1541
H -0.1416 0.0943 -0.0968
H -0.0335 -0.1842 0.1301
H -0.0390 0.0050 -0.1054
H -0.0811 -0.0681 -0.0322
H -0.2694 -0.5063 0.2430
H -0.4435 0.0708 0.4291
H 0.1702 0.0895 -0.1499
H 0.1337 -0.3456 0.2697
H -0.2361 0.4500 0.3095
H 0.1245 0.1845 0.0150
H 0.0702 0.1866 0.3123
H -0.0050 0.1471 -0.1232
H 0.1123 0.0712 0.0788
C 0.9082 0.7866 -0.2002
O -0.2777 0.1434 -0.6551
C 0.7838 -1.1795 0.3750
C -0.8236 1.1520 1.3999
N 0.3244 0.5307 -0.5342
C 0.0041 -1.0887 -0.4162
C -0.0254 -0.1933 0.7051
O 0.1042 0.5347 0.3795
C 0.0128 -0.1369 -0.1852
H -0.5763 -0.0738 -0.1522
H -0.0697 -0.0182 0.4782
H 0.3388 -0.2310 0.2568
H -0.3417 0.2315 -0.1728
H -0.1577 0.0688 -0.3726
H 0.1532 -0.5394 -0.0537
H -0.0843 -0.1890 -0.4725
H 0.0297 -0.3603 -0.0127
H 0.0254 0.2649 0.2059
H -0.0436 0.3547 0.1635
H 0.0851 0.3888 -0.2796
H 0.0451 -0.2446 -0.2642
H -0.0825 -0.0476 -0.0029
H -0.1754 0.0218 -0.1668
H -0.0695 -0.0782 -0.1432
C -0.0627 0.0443 -0.0674
O 0.3399 -0.1210 0.5845
H 0.1339 -0.0932 -0.0838
H -0.1353 -0.0326 0.0320
H -0.0620 0.1265 -0.1360
H -0.2437 0.2638 -0.2953
C -0.6264 0.4262 0.6405
O 0.0588 0.0081 0.0191
H 0.2304 -0.2878 -0.2570
H 0.0721 -0.1880 -0.2889
H 0.1652 0.0570 -0.2623
H 0.0534 0.0159 0.1341
C 0.0701 -0.1300 -0.0413
O 0.0657 0.4302 -0.1561
H -0.0672 -0.1289 -0.0130
H -0.0695 -0.1196 0.1564
H -0.1254 -0.1564 0.0730
H 0.1173 0.0996 -0.0103
C -0.3328 -0.6972 0.1157
O 0.0556 0.2033 -0.0323
H 0.0955 -0.0407 -0.0522
H -0.0292 0.0197 0.0449
H 0.1848 0.4412 -0.1860
H -0.0465 0.0238 0.2006
C -0.0709 -0.5931 0.6407
O 0.0708 0.8415 -0.9554
H 0.1453 -0.0248 -0.0493
H 0.0146 -0.1112 0.0273
H 0.0285 -0.2181 0.1174
H -0.1751 -0.1248 0.2541
C -0.1226 0.2371 0.3680
O -0.2431 -0.0099 -0.3765
H -0.0949 -0.4253 -0.0427
H 0.3706 -0.0695 0.0546
H 0.0962 0.2431 -0.1029
H 0.1983 -0.1052 0.1204

The value obtained for the HOMO energy is -8.672 eV. The molar mass is 591.8 g/mol. For the total energy, the calculation gives -2022.68670 Ha. Its SMILES is COCCNCCOC.COCCNCCOC.COCCNCCOC.CO.CO.CO.CO.CO.CO. The energy above the lowest of the compared OMol25 structures with the same formula, charge and spin comes out at 6.4 kcal/mol. Its largest force on an atom is 2.0 eV Å⁻¹. The value obtained for the gap between HOMO and LUMO is 0.33323 Eh.

---

2.
Density functional theory data (ωB97M-V/def2-TZVPD) for 8 unconnected molecules or ions with the total composition C24H70N6O8.

Last column: Mulliken charge in e.
CARTESIAN COORDINATES (ANGSTROEM)
O -0.2849 0.4352 0.2660  0.057
H -0.8101 0.7504 1.0017  -0.102
H -0.1841 -0.5029 0.4277  0.108
O -1.8731 -2.5165 1.4878  -0.745
H -1.0684 -2.9301 1.1753  0.291
H -2.0611 -2.9541 2.3180  0.278
C -0.4166 -0.4190 3.4209  -0.971
C -1.5465 0.5500 3.3132  -0.038
C -0.9610 1.9957 3.2209  -0.248
O -0.3305 2.4480 4.3595  -0.414
C -0.5926 3.8889 4.5885  -0.681
N -2.3108 0.2491 2.1326  -0.372
H -0.9601 -1.3621 3.4783  0.288
H 0.1408 -0.1348 4.3134  0.526
H 0.2417 -0.5688 2.5651  -0.045
H -2.2184 0.5966 4.1702  0.499
H -1.7828 2.6555 2.9431  0.367
H -0.3110 2.1609 2.3616  -0.014
H -1.6352 3.9796 4.8931  0.349
H -0.4711 4.4332 3.6520  0.203
H 0.1077 4.3151 5.3069  0.290
H -2.3337 -0.7587 2.0708  0.071
H -3.2673 0.5449 1.9994  0.302
C 1.8210 4.2608 0.1139  -1.432
C 2.8905 3.4237 0.8562  0.154
C 2.4365 2.2695 1.8383  0.621
O 3.5477 1.7866 2.7167  -0.497
C 3.2152 0.5726 3.4271  -0.494
N 3.6735 2.7385 -0.1419  -0.618
H 1.0388 4.5750 0.8048  0.255
H 1.3395 3.6295 -0.6329  0.304
H 2.2665 5.0723 -0.4617  0.454
H 3.5602 4.1265 1.3519  0.376
H 1.9204 1.4843 1.2860  -0.388
H 1.7704 2.7358 2.5644  0.408
H 2.3793 0.5676 4.1266  0.173
H 4.1163 0.2803 3.9664  0.346
H 3.0034 -0.2210 2.7105  0.116
H 4.4948 2.3644 0.3117  0.236
H 4.0139 3.4684 -0.7514  0.248
C 2.6998 0.2294 -2.7600  -1.557
C 2.9462 -0.9092 -1.7786  2.418
C 4.3635 -1.6286 -1.9571  -1.113
O 4.5135 -2.1141 -3.3078  -0.434
C 3.5517 -3.1180 -3.5744  -0.221
N 2.8228 -0.2743 -0.4979  -0.132
H 1.7084 0.6764 -2.6876  0.405
H 2.7773 -0.1257 -3.7876  0.356
H 3.3719 1.0834 -2.6761  0.319
H 2.1327 -1.6303 -1.6978  -1.178
H 4.4904 -2.4540 -1.2565  0.276
H 5.1377 -0.9276 -1.6452  0.465
H 3.7361 -4.0916 -3.1203  0.303
H 3.6041 -3.3425 -4.6397  0.365
H 2.5415 -2.7683 -3.3613  -0.197
H 1.8958 0.1236 -0.4504  -0.361
H 3.2944 0.6178 -0.4556  0.200
C -2.8424 -3.0565 -1.9922  -1.717
C -2.1161 -1.7480 -1.9492  1.979
C -2.1318 -1.0594 -3.3190  -0.762
O -1.3183 -1.7418 -4.2456  -0.411
C 0.1235 -1.6827 -4.1569  -0.055
N -2.8531 -1.0170 -0.9052  0.032
H -3.8602 -2.9537 -2.3684  0.394
H -2.8138 -3.5597 -1.0258  0.385
H -2.4082 -3.8141 -2.6447  0.441
H -1.0940 -1.8937 -1.5995  -0.855
H -1.7163 -0.0583 -3.2038  0.431
H -3.1670 -0.9975 -3.6546  0.418
H 0.5291 -0.8917 -4.7877  0.390
H 0.5961 -2.6254 -4.4328  0.317
H 0.4813 -1.4023 -3.1662  -0.375
H -2.2919 -0.2106 -0.6713  -0.116
H -2.7361 -1.5251 -0.0401  0.426
C 2.0663 -4.5069 -0.8061  -1.565
C 0.6001 -4.2293 -0.3298  1.482
C -0.2143 -5.4363 0.1000  -1.011
O -0.4194 -6.2354 -1.0501  -0.332
C -1.0288 -7.4912 -0.8946  -0.810
N 0.6476 -3.2116 0.7380  -0.327
H 2.0892 -5.0979 -1.7216  0.401
H 2.4953 -5.1355 -0.0258  0.400
H 2.6731 -3.6096 -0.9273  0.371
H 0.1686 -3.7612 -1.2146  -0.701
H -1.1816 -5.1697 0.5260  0.431
H 0.3282 -5.9068 0.9200  0.469
H -1.7059 -7.4914 -0.0404  0.334
H -0.2372 -8.1946 -0.6361  0.308
H -1.5460 -7.8241 -1.7945  0.238
H 1.3606 -2.5572 0.4491  -0.028
H 1.1111 -3.6553 1.5179  0.285
C -2.9374 2.9441 -0.3457  -0.641
C -3.5895 4.2121 -0.9650  0.156
C -3.3338 5.4312 -0.1218  -0.737
O -3.8859 5.2770 1.1611  -0.299
C -3.6951 6.3208 2.1011  -0.735
N -3.0435 4.4633 -2.2774  -0.727
H -1.8760 3.1849 -0.2869  0.090
H -3.1297 2.0400 -0.9235  0.112
H -3.3308 2.7461 0.6513  0.255
H -4.6754 4.1216 -0.9918  0.441
H -3.7643 6.3368 -0.5491  0.435
H -2.2546 5.5565 -0.0346  0.210
H -4.0882 5.9257 3.0378  0.231
H -4.1675 7.2438 1.7648  0.317
H -2.6378 6.5343 2.2585  0.300
H -2.0480 4.3769 -2.1304  0.271
H -3.2767 3.6982 -2.8942  0.278

Cartesian forces, eV/Å:
O 0.5177 -0.0655 -1.6295
H -0.7673 0.0433 0.5254
H 0.1704 -0.3391 0.3563
O -1.5313 0.2260 -0.1502
H 1.5997 -0.1597 -0.3695
H -0.3248 -0.1559 0.2436
C -0.7085 -1.0094 0.8217
C 0.5164 2.9730 -0.0652
C -1.3341 0.3344 -1.2495
O 0.3109 1.3966 1.3465
C 0.0399 -1.3742 -0.6398
N -0.2041 -0.7469 -1.3368
H 0.6938 -0.5252 0.8261
H 0.1349 -0.5865 -0.0295
H -0.0216 0.7534 -0.0773
H 0.4115 -0.4777 0.5522
H -0.6161 0.1547 0.2752
H 0.4756 -0.6406 -0.3419
H 0.0612 0.1701 0.2499
H 0.0890 -0.0025 -0.1581
H -0.1299 -0.4948 0.1129
H 0.0017 -0.0454 -0.2664
H 0.0250 0.7063 0.7618
C -0.2802 -1.4088 0.5505
C 0.1911 -0.9000 0.5448
C 0.4835 1.8219 1.5375
O -1.4140 -0.1060 -1.1603
C 0.6593 0.0179 -0.9084
N 0.5831 -0.0156 -0.9793
H 0.1123 0.4783 -0.0671
H -0.1140 -0.2345 -0.0260
H 0.0587 0.2025 0.4533
H -0.2684 0.0542 0.7774
H 0.2710 -0.2134 0.0731
H -0.5512 -0.1487 -0.0653
H -0.1439 0.8628 0.0398
H -0.0351 0.1667 0.0234
H -0.0009 -0.1392 -0.2594
H 0.2857 -0.1686 0.1134
H 0.3242 -0.1247 -0.5293
C -0.1254 -0.7050 -1.9699
C 1.0093 0.9569 0.3081
C -1.6670 0.3177 -0.3339
O -0.0439 0.2335 1.1706
C 0.2551 0.0117 -1.0704
N 0.0358 -0.0251 2.2224
H -0.2475 -0.2427 0.3873
H 0.1107 0.0703 -0.3044
H 0.3811 -0.3458 0.3776
H 0.0074 -0.3408 -0.9470
H -0.3562 -0.2326 0.1476
H 0.1471 0.1963 -0.7763
H 0.1831 0.1610 0.6492
H 0.0233 0.2970 -0.1407
H -0.0218 -0.1811 0.1175
H -0.6485 -0.3741 0.1378
H 0.9762 0.1098 -0.1155
C 0.2699 -2.0459 -0.5075
C -3.3014 -0.7037 0.0156
C 2.0376 0.8042 -0.2127
O -0.2764 -0.7841 -0.1476
C -0.4279 0.7957 0.4190
N 4.4651 -0.1687 -0.6435
H -0.0738 0.2354 0.3221
H -0.3466 0.2132 0.2240
H 0.3921 0.3460 -0.2773
H 0.5612 0.4391 0.3758
H -0.2400 0.4259 0.1476
H 0.1808 -0.2295 -0.3498
H -0.2544 0.0081 -0.3270
H -0.5741 -0.0820 -0.0911
H -0.2278 -0.1521 0.4104
H -0.4097 2.1636 -0.1194
H -1.5548 -1.2340 1.1342
C -1.0149 -1.2951 0.7423
C 1.3630 0.8882 -1.1748
C 0.0786 -0.1949 -0.6352
O 0.2583 0.9795 -0.4383
C 0.5234 -0.4289 1.1251
N -0.1644 -0.5463 -0.1596
H -0.0765 0.1087 -0.0200
H 0.4832 0.0095 0.0424
H -0.3200 0.0065 0.0677
H -0.7440 0.0478 0.0018
H -0.2662 0.3829 0.0242
H 0.2708 -0.6551 -0.0008
H -0.3919 0.0496 -0.0506
H -0.0655 -0.4224 -0.1426
H 0.1437 0.3726 -0.0162
H 0.0834 0.6728 -0.0792
H -0.0215 -0.1516 0.5949
C -0.7303 0.8831 0.4024
C -0.6070 -0.8641 0.6108
C 0.2226 0.7550 0.8368
O -0.2635 -0.8500 0.4617
C 0.2980 -0.5082 -0.4935
N 0.0736 0.0997 -0.1659
H 0.2204 -0.4735 0.1033
H 0.1397 0.1150 -0.3821
H 0.1415 0.1522 0.1586
H -0.0970 -0.2798 -0.3165
H 0.0960 -0.0040 -0.5523
H 0.4585 0.2695 -0.0296
H -0.2275 0.3932 -0.0726
H -0.2733 0.0629 0.1869
H 0.2931 -0.0060 -0.0754
H 0.4727 0.2614 -0.4543
H -0.1671 -0.0473 -0.2084

The value obtained for the HOMO energy (alpha / beta) is -11.223 / -11.222 eV. The molar mass is 570.9 g/mol. As for the expectation value of S²: 0.755. For the total energy, the calculation gives -1886.36264 Ha. The energy above the lowest of the compared OMol25 structures with the same formula, charge and spin comes out at 0.0 kcal/mol. Its charge is +1. As for the spin multiplicity: 2. Its largest force on an atom is 4.5 eV Å⁻¹. The value obtained for the gap between HOMO and LUMO (alpha / beta) is 0.33397 / 0.11310 Eh.